Molecular formula: C2H5FO2
Method: DFT, the ωB97M-V functional and the def2-TZVPD basis

Output
HOMO energy: -9.965 eV
Relative energy (zero: lowest compared OMol25 entry of this formula, charge and spin): 75.6 kcal/mol

Bonds (Å) are listed after each position.
CARTESIAN COORDINATES (ANGSTROEM)
1 C 0.56573 1.48637 -0.04421  O4 1.392, H6 1.196, H7 1.080, H8 1.184
2 C -1.10774 0.02555 0.54037  O4 1.321, F5 1.351
3 O 0.59295 -1.97351 0.02154  H9 1.029, H10 1.027
4 O -0.60102 0.81152 -0.39324  C1 1.392, C2 1.321
5 F -2.11901 -0.67554 -0.01739  C2 1.351
6 H 1.16857 1.51175 -1.07663  C1 1.196
7 H 1.09501 0.89610 0.68935  C1 1.080
8 H 0.24250 2.50060 0.47425  C1 1.184
9 H 0.41553 -2.57207 -0.79665  O3 1.029
10 H -0.25252 -2.01076 0.60261  O3 1.027

What are the Löwdin partial charges on each atom? They are as follows, in elementary charge units: -0.11, -0.10, -0.14, -0.13, 0.01, 0.14, 0.06, 0.13, 0.09, 0.05

Molecular formula: C2H5FS
Method: DFT, the ωB97M-V functional and the def2-TZVPD basis

Output
Structure (SMILES): C[C@H](F)S
HOMO energy: -9.512 eV
Relative energy (zero: lowest compared OMol25 entry of this formula, charge and spin): 7.1 kcal/mol

Bonds (Å) are listed after each position.
CARTESIAN COORDINATES (ANGSTROEM)
1 C -0.93578 -0.13288 -0.16510  C2 1.497, H5 1.006, H6 1.181, H7 1.122
2 C 0.25443 -0.91057 0.30411  C1 1.497, F3 1.342, S4 1.888, H8 1.143
3 F 0.06822 -2.23948 0.30322  C2 1.342
4 S 0.54725 -0.36706 2.08858  C2 1.888, H9 1.281
5 H -1.72977 -0.15109 0.45219  C1 1.006
6 H -1.32872 -0.45624 -1.23116  C1 1.181
7 H -0.58659 0.93239 -0.22162  C1 1.122
8 H 1.28360 -0.62540 -0.10294  C2 1.143
9 H -0.54394 0.29241 2.21630  S4 1.281

What are the Löwdin partial charges on each atom? They are as follows, in elementary charge units: -0.14, -0.71, -0.04, 0.74, 0.01, 0.13, 0.10, 0.11, -0.20